169
Properties=species:S:1:pos:R:3 method="wB97M-V/def2-TZVPD" orbital_gap_ev=8.957
C -0.030 4.242 0.703
C -0.086 5.773 0.706
O -0.980 6.330 1.356
N 0.810 6.441 -0.040
C 0.920 7.907 -0.266
H -0.898 3.792 0.220
H -0.114 3.994 1.761
H 0.888 3.828 0.286
H 1.464 5.865 -0.551
H 1.692 8.373 0.347
H -0.033 8.383 -0.036
H 1.209 8.135 -1.292
C -0.103 0.799 1.386
C 0.949 0.535 0.286
O 0.722 -0.256 -0.579
N 2.111 1.280 0.389
C 3.286 1.101 -0.475
H 0.263 1.358 2.247
H -0.475 -0.096 1.884
H -1.012 1.270 1.011
H 2.220 2.032 1.054
H 3.074 1.556 -1.442
H 3.565 0.068 -0.685
H 4.159 1.560 -0.010
C -0.928 2.013 -3.405
C -0.495 0.705 -4.144
O -0.639 0.636 -5.351
N 0.138 -0.203 -3.408
C 0.725 -1.451 -3.938
H -1.263 1.788 -2.392
H -1.700 2.510 -3.994
H -0.130 2.754 -3.361
H 0.063 -0.231 -2.401
H 1.788 -1.253 -4.071
H 0.298 -1.689 -4.912
H 0.505 -2.339 -3.346
C -3.151 -2.704 5.782
Cl -2.579 -2.394 7.466
Cl -3.239 -4.495 5.385
H -4.128 -2.272 5.564
H -2.429 -2.283 5.082
C 3.275 5.840 -3.953
Cl 3.385 5.848 -2.167
Cl 1.896 4.845 -4.393
H 2.991 6.837 -4.290
H 4.182 5.456 -4.420
C 7.865 1.004 0.089
Cl 7.481 1.348 -1.552
Cl 6.942 2.061 1.105
H 7.718 -0.068 0.218
H 8.932 1.185 0.219
C 5.374 -3.805 0.189
Cl 5.526 -2.116 -0.523
Cl 6.726 -4.757 -0.430
H 5.317 -3.756 1.276
H 4.483 -4.220 -0.282
C 6.076 1.556 -4.935
Cl 4.589 1.110 -3.958
Cl 7.289 0.254 -4.936
H 5.783 1.747 -5.967
H 6.448 2.472 -4.477
F -2.815 3.312 -0.893
C -3.875 3.506 -0.080
C -4.814 2.496 0.117
C -5.911 2.647 1.008
C -5.987 3.805 1.764
C -4.958 4.769 1.691
C -3.923 4.621 0.762
H -4.759 1.609 -0.497
H -6.664 1.876 1.066
H -6.867 3.981 2.365
H -4.953 5.609 2.370
H -3.115 5.333 0.682
F -4.555 -6.553 -0.819
C -4.805 -5.818 0.285
C -3.940 -4.843 0.699
C -4.261 -4.017 1.771
C -5.462 -4.305 2.475
C -6.354 -5.252 2.040
C -6.032 -5.985 0.910
H -3.047 -4.617 0.136
H -3.615 -3.239 2.149
H -5.640 -3.755 3.388
H -7.193 -5.407 2.703
H -6.605 -6.755 0.414
F -2.434 -0.685 3.319
C -2.384 0.377 4.084
C -3.011 1.606 3.747
C -2.842 2.677 4.588
C -2.079 2.610 5.731
C -1.459 1.413 6.100
C -1.629 0.322 5.269
H -3.557 1.640 2.816
H -3.363 3.596 4.360
H -1.922 3.498 6.325
H -0.762 1.330 6.920
H -1.150 -0.569 5.647
F -4.525 -1.688 -5.868
C -4.940 -0.565 -5.259
C -6.230 -0.068 -5.527
C -6.608 1.075 -4.853
C -5.743 1.744 -3.960
C -4.509 1.264 -3.741
C -4.084 0.063 -4.352
H -6.953 -0.666 -6.061
H -7.585 1.530 -4.920
H -6.144 2.619 -3.470
H -3.867 1.765 -3.031
H -3.105 -0.322 -4.110
F 1.313 -4.163 -1.069
C 0.614 -4.557 0.045
C 0.040 -3.636 0.872
C -0.688 -4.080 1.956
C -1.073 -5.405 2.089
C -0.517 -6.335 1.212
C 0.390 -5.954 0.201
H 0.292 -2.589 0.780
H -1.076 -3.369 2.670
H -1.708 -5.647 2.928
H -0.816 -7.352 1.417
H 0.796 -6.659 -0.509
F 6.076 -0.818 2.614
C 4.978 -1.321 3.228
C 5.026 -1.703 4.538
C 3.852 -2.218 5.097
C 2.714 -2.370 4.265
C 2.671 -1.968 2.929
C 3.836 -1.343 2.421
H 6.014 -1.668 4.973
H 3.805 -2.515 6.135
H 1.809 -2.703 4.752
H 1.839 -2.101 2.253
H 3.846 -0.827 1.472
F -2.595 -2.403 -2.670
C -3.441 -1.941 -1.750
C -2.924 -1.503 -0.514
C -3.807 -1.031 0.442
C -5.151 -0.943 0.137
C -5.691 -1.450 -1.038
C -4.813 -2.047 -1.920
H -1.858 -1.390 -0.378
H -3.416 -0.710 1.396
H -5.875 -0.529 0.823
H -6.731 -1.529 -1.317
H -5.260 -2.559 -2.759
F 8.063 -4.055 -4.817
C 6.758 -4.233 -5.057
C 6.236 -4.615 -6.311
C 4.838 -4.582 -6.615
C 3.925 -4.011 -5.685
C 4.454 -3.574 -4.490
C 5.836 -3.735 -4.149
H 6.877 -5.020 -7.079
H 4.452 -4.915 -7.567
H 2.863 -4.001 -5.883
H 3.789 -3.114 -3.775
H 6.125 -3.412 -3.160
F 3.131 6.302 2.207
C 3.110 5.040 2.684
C 4.086 4.145 2.277
C 3.928 2.797 2.737
C 2.860 2.407 3.554
C 1.886 3.344 3.895
C 1.999 4.635 3.455
H 4.900 4.323 1.591
H 4.674 2.066 2.461
H 2.794 1.388 3.905
H 1.061 3.050 4.527
H 1.197 5.320 3.691

12
Properties=species:S:1:pos:R:3 method="wB97M-V/def2-TZVPD" smiles=Clc1c(Cl)c(Cl)c(Cl)c(Cl)c1Cl e_above_lowest_ev=0.0000 orbital_gap_ev=9.256
Cl -0.982 -2.919 0.222
C -0.413 -1.343 0.148
C -0.846 -0.394 0.998
Cl -2.031 -0.940 2.071
C -0.430 0.968 0.947
Cl -1.062 2.105 2.046
C 0.381 1.352 -0.166
Cl 0.724 3.042 -0.099
C 0.870 0.414 -1.079
Cl 1.962 0.919 -2.326
C 0.472 -0.950 -0.884
Cl 1.356 -2.255 -1.876

22
Properties=species:S:1:pos:R:3 method="wB97M-V/def2-TZVPD" orbital_gap_ev=5.660 charge=+2
Re -0.853 0.300 0.630
O -2.232 1.966 1.101
Cl -1.958 2.358 -0.328
O -2.794 3.305 -0.881
O -0.532 2.615 -0.347
O -2.041 0.955 -0.967
Cl 0.789 0.784 2.198
C 2.340 0.089 1.664
C 2.428 -0.465 0.410
C 3.633 -1.034 0.022
Cl 3.727 -1.804 -1.515
C 4.733 -1.016 0.881
Cl 6.200 -1.722 0.395
C 4.619 -0.421 2.145
Cl 5.950 -0.380 3.197
C 3.401 0.139 2.552
Cl 3.216 0.862 4.085
Se 1.808 -3.791 1.400
Sb 0.741 -3.400 -0.589
Se -1.839 -1.449 1.351
Se 0.947 -0.521 -0.790
Se -0.727 -3.918 -2.249

49
Properties=species:S:1:pos:R:3 method="wB97M-V/def2-TZVPD" e_above_lowest_ev=0.0000 orbital_gap_ev=8.227 charge=-4
Mg -0.013 -0.051 0.091
C -1.910 3.452 -0.366
F -2.480 4.595 -0.918
F -2.200 3.480 0.935
F -2.593 2.492 -0.963
S -0.044 3.397 -0.605
O 0.250 1.952 -0.536
O 0.147 3.959 -1.907
O 0.427 4.227 0.411
C -0.898 0.763 -4.119
F -1.534 1.052 -5.291
F 0.210 0.076 -4.449
F -0.562 1.949 -3.581
S -1.859 -0.315 -3.011
O -3.215 0.203 -3.151
O -1.697 -1.607 -3.621
O -1.191 -0.163 -1.770
C -4.278 -0.603 1.193
F -5.283 -1.227 1.873
F -3.889 -1.434 0.121
F -4.797 0.557 0.742
S -2.837 -0.194 2.173
O -3.192 1.093 2.742
O -2.522 -1.300 3.054
O -1.874 0.108 1.012
C 4.190 -1.055 -0.950
F 4.497 -0.392 0.145
F 5.474 -1.208 -1.511
F 3.761 -2.286 -0.626
S 2.969 -0.199 -1.991
O 1.755 -0.313 -1.230
O 3.517 1.132 -2.090
O 3.017 -0.986 -3.215
C 2.478 2.034 3.189
F 3.492 1.877 2.308
F 3.059 2.274 4.414
F 1.822 3.146 2.836
S 1.444 0.535 3.331
O 0.903 0.279 1.942
O 2.382 -0.435 3.819
O 0.432 0.903 4.258
C 0.822 -4.435 0.224
F 0.509 -5.773 0.422
F 2.114 -4.400 0.510
F 0.656 -4.253 -1.089
S -0.259 -3.374 1.205
O 0.281 -2.072 0.791
O -1.564 -3.679 0.754
O 0.082 -3.781 2.497

49
Properties=species:S:1:pos:R:3 method="wB97M-V/def2-TZVPD" e_above_lowest_ev=1.0966 orbital_gap_ev=5.475 charge=-5
Na -0.184 0.125 0.029
C -1.324 0.880 4.905
F -2.657 0.762 5.096
F -0.885 1.884 5.681
F -0.786 -0.278 5.320
S -0.856 1.215 3.079
O -0.988 2.656 2.954
O 0.511 0.727 3.051
O -1.684 0.401 2.169
C 0.109 -4.124 2.856
F 1.447 -4.135 2.993
F -0.311 -5.400 2.825
F -0.380 -3.530 3.943
S -0.433 -3.184 1.296
O 0.016 -4.043 0.212
O -1.871 -3.100 1.471
O 0.205 -1.857 1.383
C -3.597 -1.804 -2.748
F -4.096 -2.368 -1.650
F -3.961 -2.603 -3.789
F -4.138 -0.602 -2.938
S -1.693 -1.654 -2.667
O -1.236 -2.969 -3.121
O -1.313 -0.573 -3.554
O -1.509 -1.408 -1.238
C 4.210 3.203 0.514
F 5.113 2.466 -0.135
F 4.391 3.029 1.833
F 4.436 4.486 0.208
S 2.456 2.687 0.030
O 2.446 2.878 -1.436
O 2.242 1.330 0.487
O 1.614 3.696 0.676
C -3.222 3.101 -2.450
F -4.424 3.689 -2.213
F -3.415 2.236 -3.457
F -2.358 4.028 -2.878
S -2.586 2.211 -0.880
O -2.530 3.201 0.168
O -3.548 1.146 -0.606
O -1.267 1.784 -1.292
C 4.222 -0.961 -2.438
F 5.303 -1.748 -2.226
F 4.595 0.267 -2.074
F 3.956 -0.878 -3.758
S 2.673 -1.627 -1.508
O 3.176 -1.670 -0.164
O 1.636 -0.641 -1.801
O 2.496 -2.931 -2.157

16
Properties=species:S:1:pos:R:3 method="wB97M-V/def2-TZVPD" multiplicity=2 e_above_lowest_ev=3.5083 orbital_gap_ev="5.107 / 4.530" charge=-1
C -0.943 1.532 -0.075
C -0.856 -0.056 -0.485
C -2.229 -0.551 0.212
C 0.343 -0.640 0.275
C 1.638 0.085 0.190
C 2.856 -0.239 -0.162
H -1.722 1.406 0.635
H -0.034 1.913 0.392
H -1.266 2.011 -0.986
H -2.674 -1.339 -0.429
H -1.828 -1.015 1.129
H 0.506 -1.675 -0.040
H 0.143 -0.504 1.347
H -0.754 -0.097 -1.565
H 3.131 -1.274 -0.347
H 3.690 0.443 -0.091

Number 1: F_max 0.076 hartree/bohr. Number 2: F_max 0.070 hartree/bohr. Number 3: F_max 0.013 hartree/bohr. Number 4: F_max 0.094 hartree/bohr. Number 5: F_max 0.064 hartree/bohr. Number 6: F_max 0.070 hartree/bohr.